Computed, not measured: a 12-piece molecular cluster, C46H84BrO17PS2 overall at a distorted geometry, with ωB97M-V/def2-TZVPD.

## Properties
DFT total energy   -6793.9418 Eh
Charge   0
Frontier orbital gap   8.70 eV

The geometry in XYZ format:
```
151
Properties=species:S:1:pos:R:3:forces:R:3:mulliken_charge:R:1
H -4.25478 -1.70196 0.53277 0.01 0.01 0.00 0.32
P 3.46802 0.91735 -0.41478 -0.57 0.84 -0.29 0.11
H 2.59125 -10.27263 4.92667 0.01 0.00 0.00 0.29
H 7.32693 -11.05438 5.32618 -0.18 0.07 0.08 0.34
C -0.54781 3.92960 -0.72544 0.02 0.02 0.14 -0.54
O -2.10581 -0.50785 0.02664 -0.10 -0.15 0.06 -0.51
H -4.58067 -1.87824 -1.20346 -0.09 0.08 -0.06 0.32
H 1.98515 -11.87854 4.47675 -0.03 -0.02 -0.13 0.34
H 12.39227 -6.50461 1.73110 0.05 -0.12 0.02 0.32
H -4.47873 6.82010 -7.53716 0.00 -0.01 0.00 0.33
H 4.32258 -12.51137 2.37000 -0.12 -0.06 -0.01 0.32
O 10.19494 -5.63638 3.70948 -0.01 0.03 0.02 -0.55
H -16.02625 2.06220 -9.24508 0.02 -0.13 -0.01 0.34
H -15.46255 1.07254 -7.88173 -0.02 -0.06 -0.12 0.31
S 3.25421 0.21131 3.67310 0.40 0.16 0.26 -0.21
H 9.22282 -7.90803 3.31696 0.00 0.01 0.02 0.14
H -4.98954 7.02396 -5.84929 -0.11 0.07 0.03 0.31
H 9.26561 4.34997 0.32943 0.21 -0.33 0.01 0.32
C 1.53286 2.37917 7.21140 0.03 0.01 -0.01 0.69
H 7.27312 1.22841 2.49703 0.15 -0.08 0.06 0.51
C -4.35181 -1.16635 -0.40899 0.14 -0.05 0.21 -1.22
C -3.05937 -0.44709 -0.71695 0.15 0.04 0.00 0.66
H 8.91202 4.14994 2.08951 0.26 -0.18 0.00 0.32
C 2.70568 -11.09801 4.22835 0.10 0.14 0.15 -1.13
H -11.76807 1.29860 -5.65335 -0.10 0.05 0.09 0.37
H -3.16440 -0.28037 -2.85620 -0.16 0.05 0.00 0.34
H 3.80002 -13.64980 3.62945 -0.08 0.02 -0.11 0.33
H -1.02031 4.64405 -1.38132 -0.11 0.00 -0.17 0.42
C -13.19195 1.90490 -9.37330 0.12 0.17 0.08 -1.16
Br 3.93342 -1.27299 -0.07683 -0.03 0.15 -0.01 -0.21
H 2.50752 -10.74030 3.21692 -0.07 -0.11 -0.03 0.33
C -9.50468 6.71507 -1.01086 0.09 -0.12 -0.17 -1.08
H -12.08081 3.04973 -5.59131 -0.08 -0.08 0.05 0.35
O 2.85103 2.66090 3.07052 0.30 0.64 -0.75 0.06
C 4.10981 -11.64316 4.31892 -0.04 0.00 -0.02 0.79
C 10.84263 -6.52944 3.21283 0.00 -0.04 0.00 0.82
H 8.11789 -10.94385 7.86893 -0.13 0.05 -0.01 0.32
H 5.48536 -13.09754 3.57547 0.00 0.00 0.01 0.27
H 7.86249 -9.18643 7.86993 -0.11 -0.09 0.00 0.32
C -7.04315 5.06265 -5.95661 0.18 -0.22 -0.18 -1.04
H 6.38431 -3.47819 4.07176 0.11 -0.07 0.07 0.33
H -3.75271 1.35260 -6.44829 0.02 0.08 -0.14 0.38
O -10.62771 5.26198 -2.51760 -0.02 0.13 0.03 -0.50
H -11.98574 5.97252 0.15609 0.02 0.13 0.04 0.33
C 8.93977 -9.92599 6.17089 -0.02 0.03 0.00 0.83
H 0.73682 3.71232 2.39048 -0.05 0.17 0.14 0.57
C 8.57232 -9.98037 7.63402 0.24 0.03 0.03 -1.15
S 3.72917 3.83930 2.43491 0.38 0.57 1.38 1.09
C 6.55477 1.88600 2.00977 0.30 -0.64 0.39 -0.98
H -13.61095 1.87334 -10.38010 -0.04 -0.13 0.01 0.41
C -11.34126 2.28675 -5.83688 0.16 0.04 -0.16 -1.01
C -12.03581 6.27387 -0.89124 -0.06 -0.15 -0.16 -1.11
H 0.88743 1.01928 2.76881 0.08 -0.12 0.30 0.64
H 10.81664 -8.64741 3.53307 0.01 -0.05 -0.07 0.33
H -5.16877 -0.44777 -0.32881 -0.05 -0.03 -0.13 0.32
H 7.73923 -2.58542 4.79232 0.00 -0.15 0.01 0.34
H -9.35372 6.43111 0.03162 -0.05 0.12 0.05 0.33
C 4.45148 -12.80185 3.41359 0.19 0.04 0.12 -1.06
O -9.02294 2.68609 -5.50513 -0.07 -0.11 0.01 -0.57
O -13.77232 3.64946 -7.86727 0.01 0.03 0.04 -0.54
H -4.53138 2.26395 -5.13984 -0.01 0.00 -0.01 0.24
H 6.91133 4.14445 -0.19401 -0.10 -0.02 -0.14 0.32
H 12.58093 -5.30395 3.02468 -0.01 0.00 0.00 0.31
H -0.28600 2.54212 -5.39569 -0.01 0.00 0.01 0.30
O 4.77624 4.08093 3.37554 0.16 -0.32 -0.28 -0.63
O 7.21040 2.46789 0.89967 -0.31 0.21 0.05 -0.41
H -13.04710 0.88389 -9.01645 -0.08 -0.05 -0.09 0.30
H 9.33437 -3.42190 2.82465 -0.06 -0.18 0.07 0.32
H -9.31006 2.54424 -3.02143 0.00 0.03 0.00 0.26
C 8.54653 4.49508 1.12656 -0.43 0.40 0.25 -1.36
O 1.17261 1.22711 7.15165 -0.02 -0.02 0.01 -0.57
O -2.33334 2.48158 -3.95572 0.04 0.09 -0.05 -0.47
H 0.76295 2.62185 9.18989 0.00 -0.01 -0.01 0.32
H -7.88660 5.69423 -6.24092 0.01 0.08 0.13 0.41
C 6.93719 -2.53783 4.05463 -0.12 0.23 -0.05 -1.00
H 10.28276 -8.13519 1.91101 0.12 -0.07 0.02 0.42
C -5.86583 5.34364 -6.85382 -0.08 0.05 0.04 0.93
H 6.24640 2.60725 2.75912 0.00 0.24 -0.13 0.49
C -1.16745 2.44562 -6.02610 0.11 0.02 0.23 -1.20
H -2.01293 0.80392 -2.06148 0.02 0.07 -0.06 -0.18
C -14.12367 2.65038 -8.44751 0.00 -0.03 -0.03 0.91
O 2.99291 4.98878 2.05857 -0.53 -0.37 -0.43 -0.66
O 7.21490 -1.32605 2.03115 0.07 -0.08 0.00 -0.43
H 12.92551 -7.01486 3.34734 0.01 -0.09 -0.10 0.34
H 6.44802 4.33500 1.47021 -0.13 -0.22 0.27 0.08
C 0.45414 3.41769 1.39453 0.07 -0.41 -0.02 0.00
H -3.74427 1.14999 -1.97061 -0.04 -0.03 -0.13 0.34
C 4.05577 1.62126 1.26735 0.63 -1.33 0.33 1.73
H 6.26289 -1.72236 4.31101 0.00 0.00 -0.02 0.22
C 1.28359 3.21807 8.44401 -0.09 -0.20 0.06 -1.18
C 10.25509 -7.89636 2.97615 -0.14 0.12 0.04 -0.96
H -8.62470 6.43799 -1.58630 0.00 -0.01 -0.01 0.24
H -6.09624 7.45216 -7.17154 -0.03 0.04 0.13 0.35
C 0.33804 1.73856 -0.30265 0.01 0.14 0.17 0.03
H 5.79973 0.55347 0.62896 0.18 -0.14 0.00 0.50
C -5.32163 6.75330 -6.85279 0.16 -0.11 -0.16 -1.24
C 8.47383 -3.34124 2.16085 0.00 0.24 -0.24 -1.16
H -6.77260 5.26856 -4.91898 -0.09 0.14 0.00 0.31
C 7.19341 3.87938 0.82543 0.29 0.26 -0.53 0.10
O 10.08501 -9.75947 5.81603 0.04 -0.01 -0.03 -0.56
H -1.21467 3.29598 -6.70768 -0.04 -0.08 -0.11 0.35
C -10.10141 2.47429 -4.99784 0.00 -0.01 0.02 0.79
C -10.27155 2.38877 -3.50472 0.23 -0.19 -0.04 -1.06
C -0.18711 4.32518 0.55589 0.31 -0.68 0.05 -0.95
H 5.30994 0.75608 -1.56891 0.29 0.22 -0.04 0.40
H 2.23182 3.56230 8.85955 -0.01 0.13 -0.05 0.32
H -1.09107 1.52690 -6.60950 -0.05 0.06 -0.12 0.34
H 2.36930 2.35676 5.24455 -0.06 -0.10 0.08 -0.14
O 4.70444 1.46637 -1.32073 0.02 -0.58 0.00 -0.46
H -12.27546 7.33674 -0.94419 0.04 0.02 0.13 0.33
H 8.81280 -3.05538 1.16707 -0.02 0.02 0.00 0.32
C 0.75821 2.11777 0.97664 -0.09 0.50 -0.58 0.32
H -0.60579 2.31676 -2.13740 -0.06 0.01 -0.22 0.69
H -0.36244 5.31931 0.92889 -0.13 0.23 -0.10 0.43
H -9.64377 7.79556 -1.06841 -0.03 0.01 0.13 0.35
C 2.93233 1.43790 2.31975 -1.38 -0.93 0.93 0.37
H 2.90261 -0.91938 3.04739 -0.05 0.13 -0.28 0.25
H 9.46720 -9.85025 8.23816 0.01 0.00 -0.01 0.33
H 3.23831 3.38450 6.38592 -0.05 0.18 0.00 0.41
H -7.33786 4.02163 -6.04504 0.00 0.06 0.01 0.29
H -12.22998 2.41091 -9.40435 0.00 0.01 0.00 0.28
C -2.40548 2.40819 -5.16287 -0.03 -0.03 -0.02 0.86
H 7.97999 -4.31203 2.10584 0.09 -0.06 0.16 0.35
C 7.51417 -2.30371 2.67969 -0.01 -0.03 0.01 0.69
H 0.52534 0.73002 -0.63198 -0.02 -0.17 -0.08 0.55
O 4.18453 3.05104 1.15628 -0.08 0.14 -0.67 -0.47
C -15.51488 2.08636 -8.28170 0.00 0.18 0.13 -1.14
H -16.07956 2.71173 -7.59451 0.01 0.01 0.00 0.31
H 8.39899 5.57014 1.22521 0.05 0.18 -0.03 0.39
H 5.34785 0.12386 2.23541 -0.20 -0.04 0.16 0.54
H 1.47831 0.15025 1.37750 -0.03 -0.16 -0.04 0.62
H 0.67208 4.08481 8.18867 0.11 0.09 0.00 0.31
O -5.37095 4.48135 -7.54495 0.02 0.07 -0.04 -0.61
H -10.65472 1.40313 -3.23013 -0.10 0.04 -0.02 0.40
H 1.66878 3.90706 5.72030 0.13 0.12 0.06 0.32
C -3.72640 2.27887 -5.87185 0.02 -0.02 0.33 -1.01
C 5.42920 0.96042 1.56255 0.00 0.98 -0.34 -1.47
O 4.92326 -11.17383 5.08032 -0.07 -0.05 0.01 -0.49
C 7.81092 -10.09068 5.18609 0.41 0.07 -0.15 -0.96
H -12.81989 5.70745 -1.38797 0.00 0.00 -0.01 0.28
C 12.28056 -6.32504 2.80146 -0.05 0.21 0.09 -1.17
H -10.96422 3.15471 -3.16903 -0.12 -0.04 0.03 0.22
H 7.07131 -9.30253 5.32779 -0.13 -0.12 0.08 0.31
C 2.25007 3.04924 6.06567 -0.10 -0.15 0.13 -0.51
H -3.87630 3.12250 -6.54304 0.00 -0.10 -0.17 0.23
C -0.30471 2.62483 -1.15250 0.16 0.35 0.50 -1.17
H 8.20488 -10.03339 4.17308 0.01 0.00 0.00 0.22
C -2.99462 0.35868 -1.98715 0.04 -0.19 0.20 -0.40
C -10.71436 6.00778 -1.56968 0.01 0.03 0.01 0.80
C 1.47549 1.12391 1.86518 0.08 0.34 -0.57 -2.26
H -11.08309 2.37446 -6.88953 0.00 0.02 0.00 0.21
```
Positions in Å, forces in eV/Å.